Record 1
# C10H15NO2S

A cluster of 2 separate species, C10H15NO2S in total (ωB97M-V/def2-TZVPD, the OMol25 dataset).

Properties
maximum force: 0.96 eV/A
energy: -27030.057 eV
energy relative to the best compared isomer or geometry (same formula, charge and spin): 85.2 kcal per mole
SMILES string: Cc1cc(C)cc(C)c1.C1ONOS1
HOMO: -8.65 eV

The geometry in ORCA input format:
```
! RIJCOSX wB97M-V def2-TZVPD def2/J DEFGRID3
* xyz 0 1
C -0.335 -1.547 2.484
C 0.125 -0.856 1.236
C 0.442 -1.595 0.105
C 0.908 -0.979 -1.049
C 1.218 -1.800 -2.263
C 1.069 0.397 -1.054
C 0.728 1.165 0.053
C 0.839 2.661 0.008
C 0.259 0.525 1.192
H -1.125 -2.263 2.262
H 0.495 -2.096 2.929
H -0.701 -0.833 3.218
H 0.325 -2.669 0.123
H 1.610 -1.180 -3.065
H 1.949 -2.571 -2.026
H 0.315 -2.297 -2.619
H 1.426 0.889 -1.950
H 1.713 2.966 -0.562
H -0.041 3.091 -0.474
H 0.908 3.075 1.011
H -0.001 1.112 2.063
C -2.872 0.783 -1.080
O -3.941 1.370 -0.383
N -4.314 0.566 0.694
O -4.406 -0.703 0.204
S -3.005 -1.035 -0.735
H -3.002 0.989 -2.140
H -1.891 1.112 -0.720
H -3.568 0.612 1.407
*
```

These are the Löwdin partial charges, in e, on atoms 1 to 2: -0.048, -0.293


Record 2
# C11H8ClN4O3S

A cluster of 2 separate species, C11H8ClN4O3S in total at a distorted geometry (ωB97M-V/def2-TZVPD, the OMol25 dataset).

Properties
maximum force: 3.19 eV/A
energy: -46993.643 eV
HOMO: -3.01 eV

The geometry in ORCA input format:
```
! RIJCOSX wB97M-V def2-TZVPD def2/J DEFGRID3
* xyz -1 1
Cl 4.650 0.579 2.362
C 3.265 -0.379 2.682
C 3.246 -1.735 2.308
C 2.096 -2.505 2.574
C 0.997 -1.942 3.198
C 1.003 -0.566 3.570
S -0.319 0.145 4.267
C 2.174 0.209 3.312
H 4.117 -2.165 1.822
H 2.076 -3.555 2.283
H 0.103 -2.524 3.415
H 2.200 1.253 3.601
C -0.778 -2.153 -2.563
O -1.764 -1.315 -3.219
C -1.816 -0.067 -2.747
N -2.752 0.725 -3.294
C -2.753 1.959 -2.837
N -3.562 3.011 -3.225
O -3.150 4.076 -2.472
N -2.017 3.684 -1.555
O -1.558 4.546 -0.835
C -1.807 2.364 -1.807
C -0.892 1.457 -1.283
N -0.929 0.225 -1.791
H -0.891 -3.120 -3.048
H 0.234 -1.760 -2.710
H -0.985 -2.232 -1.490
H -0.189 1.785 -0.518
*
```

These are the Löwdin partial charges, in e, on atoms 1 to 2: 0.618, -0.739


Record 3
# C20H38KN4NbOSi

A structure of composition C20H38KN4NbOSi at a distorted geometry (ωB97M-V/def2-TZVPD, the OMol25 dataset).

Properties
maximum force: 2.67 eV/A
energy: -55106.227 eV
energy relative to the best compared isomer or geometry (same formula, charge and spin): 0.0 kcal per mole
HOMO (alpha / beta): -14.09 / -14.09 eV

The geometry in ORCA input format:
```
! RIJCOSX wB97M-V def2-TZVPD def2/J DEFGRID3
* xyz 2 1
N -0.639 0.398 -1.710
C -1.227 0.261 -2.781
O -1.746 0.143 -3.831
K 2.125 2.651 0.057
Nb -0.116 0.000 0.205
N -0.670 1.501 1.460
N 1.880 0.268 -0.072
C -2.064 1.910 1.126
C 2.936 -0.119 -1.086
C -1.980 3.000 0.060
C -2.786 2.446 2.365
C -2.826 0.701 0.604
C 4.253 0.639 -0.770
C 3.176 -1.625 -1.007
C 2.431 0.297 -2.461
H -1.372 3.848 0.407
H -2.990 3.366 -0.172
H -1.535 2.613 -0.869
H -2.756 1.718 3.185
H -3.840 2.613 2.108
H -2.381 3.402 2.714
H -2.231 0.083 -0.124
H -3.708 1.055 0.050
H -3.166 0.057 1.427
H 4.263 1.679 -1.160
H 5.062 0.129 -1.308
H 4.509 0.617 0.304
H 3.593 -1.909 -0.031
H 3.894 -1.923 -1.791
H 2.243 -2.184 -1.166
H 1.467 -0.162 -2.709
H 3.166 -0.023 -3.216
H 2.321 1.394 -2.568
C 2.170 -0.064 1.356
H 1.206 -0.278 1.904
H 2.791 -0.970 1.443
H 2.682 0.763 1.895
C 0.085 2.462 2.314
H -0.493 2.680 3.223
H 1.042 2.036 2.676
H 0.263 3.441 1.807
C -0.633 -1.541 3.224
Si -1.132 -2.630 1.785
C -0.132 -4.201 1.808
C -2.950 -2.991 2.001
N -0.861 -1.892 0.189
C -1.283 -2.652 -0.971
C -0.313 -3.259 -1.787
C -0.680 -3.714 -3.054
C -2.021 -3.670 -3.451
C -3.001 -3.164 -2.590
C -2.640 -2.665 -1.340
H -1.132 -1.999 4.096
H -0.961 -0.492 3.177
H 0.450 -1.576 3.414
H -0.307 -4.729 2.757
H -0.421 -4.866 0.984
H 0.941 -3.989 1.722
H -3.572 -2.092 1.904
H -3.296 -3.741 1.279
H -3.094 -3.397 3.013
H 0.710 -3.337 -1.409
H 0.087 -4.111 -3.723
H -2.306 -4.032 -4.440
H -4.050 -3.148 -2.890
H -3.380 -2.248 -0.648
*
```

These are the Löwdin partial charges, in e, on atoms 1 to 2: -0.061, -0.353


Record 4
# C2H9BClHfNO6P2

A structure of composition C2H9BClHfNO6P2 at a distorted geometry (ωB97M-V/def2-TZVPD, the OMol25 dataset).

Properties
maximum force: 5.59 eV/A
energy: -49022.208 eV
HOMO: -23.42 eV

The geometry in ORCA input format:
```
! RIJCOSX wB97M-V def2-TZVPD def2/J DEFGRID3
* xyz 4 1
C 0.201 0.839 1.916
N 0.261 -0.655 1.707
C -1.092 -1.324 1.795
B 1.050 -1.060 0.479
O 1.678 -2.426 0.514
O 1.304 -0.250 -0.726
P -0.127 -0.011 -1.688
O -1.392 0.513 -0.867
O -0.618 -1.596 -2.323
O 0.076 1.012 -3.081
P 0.558 2.631 -2.659
O 1.902 2.627 -1.501
Cl -1.029 3.673 -1.618
H 1.104 1.122 2.639
H 0.316 1.487 0.949
H -0.786 1.069 2.521
H -1.986 -0.685 1.382
H -1.069 -2.395 1.290
H -1.344 -1.531 2.943
H 2.592 -2.289 0.945
H -0.820 -2.224 -1.570
H 2.668 2.173 -2.002
Hf -3.445 -0.703 -1.047
*
```

These are the Löwdin partial charges, in e, on atoms 1 to 2: 0.040, 0.081


Record 5
# C35H24IrN5S5

A structure of composition C35H24IrN5S5 (ωB97M-V/def2-TZVPD, the OMol25 dataset).

Properties
maximum force: 0.24 eV/A
energy: -101155.150 eV
energy relative to the best compared isomer or geometry (same formula, charge and spin): 0.0 kcal per mole
HOMO: -1.75 eV

The geometry in ORCA input format:
```
! RIJCOSX wB97M-V def2-TZVPD def2/J DEFGRID3
* xyz -2 1
Ir -1.066 -1.007 -0.206
S -2.074 -1.843 1.701
C -3.715 -2.129 1.218
C -4.609 -2.711 2.122
C -5.934 -2.951 1.791
C -6.808 -3.557 2.752
N -7.508 -4.038 3.530
C -6.396 -2.603 0.506
C -5.513 -2.028 -0.397
C -4.177 -1.784 -0.071
S -3.127 -1.062 -1.255
C -7.756 -2.835 0.119
N -8.844 -3.025 -0.208
H -4.254 -2.981 3.109
H -5.866 -1.763 -1.386
C 1.613 3.657 -0.391
C 2.381 2.658 -0.987
C 1.789 1.498 -1.452
C 0.407 1.308 -1.348
C -0.349 2.311 -0.746
C 0.247 3.472 -0.262
N -0.211 0.129 -1.812
C -0.321 0.005 -3.165
C -0.913 -1.134 -3.763
C -1.019 -1.271 -5.133
C -0.551 -0.290 -6.003
C 0.007 0.851 -5.442
C 0.115 1.010 -4.071
H 2.083 4.554 -0.005
H 3.456 2.780 -1.068
H 2.384 0.708 -1.894
H -1.421 2.165 -0.661
H -0.362 4.225 0.225
H -1.318 -1.898 -3.121
H -1.485 -2.167 -5.529
H -0.635 -0.405 -7.077
H 0.360 1.651 -6.085
H 0.538 1.926 -3.685
S -0.663 3.895 3.957
C 0.159 2.632 3.228
S -0.666 1.326 2.447
C 0.866 0.643 1.928
N 1.884 1.314 2.361
N 1.485 2.411 3.106
C 2.546 3.235 3.567
C 3.736 3.241 2.840
C 4.797 4.022 3.264
C 4.691 4.798 4.411
C 3.510 4.774 5.136
C 2.437 3.996 4.725
S 1.004 -0.806 1.015
H 3.806 2.629 1.954
H 5.714 4.024 2.686
H 5.523 5.409 4.738
H 3.413 5.365 6.039
H 1.519 3.983 5.289
C -0.556 -2.941 -0.720
C 0.910 -3.210 -0.839
C 1.646 -2.861 -1.971
C 3.006 -3.124 -2.049
C 3.667 -3.744 -0.995
C 2.948 -4.092 0.141
C 1.590 -3.825 0.214
H -0.981 -3.608 0.031
H -1.065 -3.144 -1.662
H 1.152 -2.356 -2.792
H 3.554 -2.834 -2.938
H 4.730 -3.943 -1.054
H 3.451 -4.560 0.980
H 1.035 -4.074 1.112
*
```

These are the Löwdin partial charges, in e, on atoms 1 to 2: 0.561, 0.567


Record 6
# CF5NO2

The molecule CF5NO2 at a distorted geometry (ωB97M-V/def2-TZVPD, the OMol25 dataset).

Properties
maximum force: 2.67 eV/A
energy: -20200.732 eV
energy relative to the best compared isomer or geometry (same formula, charge and spin): 51.0 kcal per mole
SMILES string: FOC(F)(F)ON(F)F
HOMO: -12.45 eV

The geometry in ORCA input format:
```
! RIJCOSX wB97M-V def2-TZVPD def2/J DEFGRID3
* xyz 0 1
F 2.841 0.477 0.400
O 1.638 -0.039 0.860
C 0.720 -0.158 -0.148
F 0.594 0.999 -0.831
F 1.043 -1.119 -1.030
O -0.483 -0.443 0.480
N -1.666 -0.156 -0.246
F -2.744 -0.697 0.424
F -1.944 1.137 0.090
*
```

These are the Löwdin partial charges, in e, on atoms 1 to 2: 0.045, 0.122